{"formula": "C2H2N2S", "method": "wB97M-V/def2-TZVPD", "fmax_ev_per_a": 5.5, "smiles": "N#C/C=N\\S", "charge": 0, "e_tot_ha": -585.00077, "species": ["N", "C", "C", "N", "S", "H", "H"], "coordinates": [[1.977, -1.084, 0.120], [1.530, 0.004, -0.130], [0.602, 1.227, 0.030], [-0.608, 1.055, -0.024], [-1.313, -0.594, -0.069], [1.053, 2.349, 0.105], [-2.423, -0.032, 0.925]]}

***

{"formula": "C2H2N2S", "method": "wB97M-V/def2-TZVPD", "fmax_ev_per_a": 3.8, "smiles": "N#C/C=N\\S", "charge": 0, "e_tot_ha": -585.03479, "species": ["N", "C", "C", "N", "S", "H", "H"], "coordinates": [[1.731, -0.673, 1.767], [0.852, -0.407, 1.031], [-0.582, -0.387, 0.538], [-0.892, 0.306, -0.539], [0.401, 0.465, -1.671], [-1.324, -0.824, 1.195], [-0.186, 1.521, -2.322]]}

***

{"formula": "C2H2N2S3", "method": "wB97M-V/def2-TZVPD", "fmax_ev_per_a": 3.6, "charge": 0, "e_tot_ha": -1381.32678, "species": ["C", "C", "N", "N", "S", "S", "S", "H", "H"], "coordinates": [[-0.848, -0.602, -1.072], [0.242, -0.432, 2.043], [-0.124, 0.418, -1.113], [1.250, 0.525, -1.073], [-1.571, -1.973, -1.283], [0.017, 1.120, 2.224], [0.434, -1.947, 2.195], [-0.729, 1.348, -0.892], [1.328, 1.543, -1.029]]}

***

{"formula": "C2H2N3S2", "method": "wB97M-V/def2-TZVPD", "fmax_ev_per_a": 6.2, "smiles": "S=c1cnn([S-])[nH]1", "charge": -1, "e_tot_ha": -1038.01219, "species": ["S", "C", "C", "N", "N", "S", "N", "H", "H"], "coordinates": [[2.055, -1.284, 1.201], [0.720, -0.423, 0.794], [-0.104, 0.593, 1.134], [-1.040, 0.905, 0.159], [-0.855, 0.190, -0.890], [-1.729, 0.542, -2.310], [0.096, -0.750, -0.844], [-0.085, 0.995, 2.113], [0.942, -0.769, -1.358]]}

***

{"formula": "C2H2N3S2", "method": "wB97M-V/def2-TZVPD", "spin_multiplicity": 3, "fmax_ev_per_a": 3.2, "charge": 1, "e_tot_ha": -1037.51360, "species": ["C", "C", "N", "N", "N", "S", "S", "H", "H"], "coordinates": [[1.503, -0.369, -1.445], [2.244, -0.488, -2.634], [0.290, 1.118, -0.404], [-2.173, 1.535, 0.133], [0.982, 0.921, -1.363], [3.033, -0.090, -3.878], [-0.796, 1.301, 0.698], [0.973, -1.024, -0.622], [-2.614, 1.233, -0.803]]}

***

{"formula": "C2H2N4O2", "method": "wB97M-V/def2-TZVPD", "fmax_ev_per_a": 6.9, "smiles": "O/N=c1/cnonn1", "charge": 0, "e_tot_ha": -446.61518, "species": ["O", "N", "C", "C", "N", "O", "N", "N", "H", "H"], "coordinates": [[-2.305, -0.527, -0.140], [-1.600, 0.622, -0.095], [-0.315, 0.339, 0.070], [0.734, 1.208, -0.005], [1.900, 0.659, -0.045], [2.012, -0.566, -0.243], [1.085, -1.561, 0.030], [-0.069, -1.031, 0.335], [-1.733, -1.462, -0.394], [0.290, 2.318, 0.486]]}

***

{"formula": "C2H2N4O2", "method": "wB97M-V/def2-TZVPD", "fmax_ev_per_a": 5.1, "smiles": "O/N=c1/nncno1", "charge": 0, "e_tot_ha": -446.69007, "species": ["O", "N", "C", "N", "N", "C", "N", "O", "H", "H"], "coordinates": [[-2.868, -0.076, -0.029], [-1.748, 0.786, -0.099], [-0.551, 0.420, 0.058], [0.356, 1.471, 0.066], [1.634, 1.234, 0.076], [1.936, -0.203, 0.034], [1.107, -1.191, -0.202], [-0.212, -0.937, 0.333], [-2.561, -0.910, 0.088], [2.906, -0.595, -0.327]]}

***

{"formula": "C2H2N4O2", "method": "wB97M-V/def2-TZVPD", "fmax_ev_per_a": 2.8, "smiles": "[H]/N=c1\\onnn1C=O", "charge": 0, "e_tot_ha": -446.82138, "species": ["H", "N", "C", "O", "N", "N", "N", "C", "O", "H"], "coordinates": [[-1.846, 1.966, -0.209], [-0.855, 1.649, 0.016], [-0.808, 0.394, 0.072], [-1.744, -0.568, -0.087], [-1.230, -1.863, -0.058], [-0.005, -1.811, 0.079], [0.373, -0.460, 0.236], [1.715, 0.031, -0.005], [2.795, -0.450, -0.103], [1.605, 1.112, 0.059]]}

***

{"formula": "C2H2N4O2", "method": "wB97M-V/def2-TZVPD", "fmax_ev_per_a": 10.8, "smiles": "[H]/N=c1/nnn(C=O)o1", "charge": 0, "e_tot_ha": -446.66803, "species": ["H", "N", "C", "N", "N", "N", "C", "O", "O", "H"], "coordinates": [[-2.659, -1.540, 0.453], [-2.776, -0.450, 0.360], [-1.541, -0.022, 0.084], [-1.082, 1.211, 0.169], [0.174, 1.264, -0.306], [0.606, -0.039, -0.585], [1.905, -0.515, -0.094], [3.063, -0.014, 0.580], [-0.528, -0.920, -0.239], [1.746, -1.662, -0.587]]}

***

{"formula": "C2H2N4O2", "method": "wB97M-V/def2-TZVPD", "fmax_ev_per_a": 9.2, "smiles": "[H]/N=C\\n1onnc1=O", "charge": 0, "e_tot_ha": -446.71519, "species": ["H", "N", "C", "N", "O", "N", "N", "C", "O", "H"], "coordinates": [[-1.705, 1.067, 0.733], [-2.055, -0.019, 0.296], [-1.072, -0.872, -0.127], [0.168, -0.302, -0.207], [1.217, -1.223, -0.144], [2.323, -0.329, 0.137], [1.984, 0.839, 0.232], [0.632, 0.983, -0.194], [-0.178, 1.759, -0.296], [-1.313, -1.904, -0.430]]}